# 1
{
  "formula": "C11H28BN4O4",
  "method": "ωB97M-V with the def2-TZVPD basis set",
  "e_above_lowest_kcal_mol": 0.00,
  "charge": 1,
  "e_tot_ha": -980.5892,
  "homo_ev": -12.51,
  "orbital_gap_ev": 9.26,
  "species": ["C", "C", "O", "C", "C", "O", "C", "N", "C", "C", "C", "C", "N", "C", "N", "N", "B", "O", "O", "C", "H", "H", "H", "H", "H", "H", "H", "H", "H", "H", "H", "H", "H", "H", "H", "H", "H", "H", "H", "H", "H", "H", "H", "H", "H", "H", "H", "H"],
  "positions_angstrom": [[2.8577, -4.5288, 0.0741], [2.4840, -3.0463, 0.2461], [1.1083, -2.7918, 0.0006], [0.7978, -2.3947, -1.3157], [-0.3453, -1.3771, -1.2686], [-0.2434, -0.3454, -2.2342], [0.5124, 0.7403, -1.8497], [-0.2405, 1.6087, -0.9205], [-1.6246, 1.9131, -1.3269], [-2.6745, 0.8706, -0.9098], [-3.9671, 1.4853, -0.3419], [-4.4783, 0.6318, 0.8272], [-3.6369, 0.7966, 2.0350], [0.2547, 2.1134, 0.1481], [-0.5206, 2.9174, 0.9264], [1.5923, 1.9082, 0.4871], [1.8241, 1.0236, 1.6731], [0.9188, 0.8493, 2.6872], [3.0060, 0.4102, 1.7893], [4.0485, 0.7321, 0.8663], [3.2009, -4.9364, 1.0098], [3.6938, -4.6124, -0.6067], [2.0244, -5.1097, -0.2916], [3.1302, -2.4593, -0.3957], [2.6637, -2.7732, 1.2736], [0.4842, -3.2669, -1.8775], [1.6411, -1.9542, -1.8487], [-1.2656, -1.9141, -1.4292], [-0.4018, -1.0051, -0.2485], [1.4742, 0.4410, -1.4553], [0.6950, 1.3304, -2.7362], [-1.5933, 1.9567, -2.4040], [-1.9191, 2.8911, -0.9835], [-2.2848, 0.1202, -0.2404], [-2.9647, 0.3507, -1.8085], [-4.7241, 1.4825, -1.1140], [-3.8233, 2.5179, -0.0364], [-4.3908, -0.3927, 0.4991], [-5.5080, 0.8568, 1.0566], [-3.1507, 1.6819, 1.9436], [-2.8986, 0.1026, 2.0420], [0.0705, 3.4257, 1.5703], [-1.1966, 2.3924, 1.4737], [2.0215, 2.8228, 0.6209], [0.2859, 0.1387, 2.4998], [4.3569, 1.7675, 0.9245], [3.7955, 0.4900, -0.1538], [4.9104, 0.1387, 1.1231]],
  "forces_ev_per_angstrom": [[0.2903, 0.5951, -0.0663], [-0.0262, -1.1106, 0.1736], [0.1616, 0.7579, -0.0459], [-0.1466, 0.0069, -0.0069], [0.2785, -0.8061, 0.3544], [-0.4351, 0.0348, -0.1148], [0.1965, -0.3497, -0.5004], [-0.4968, -0.4521, -0.2468], [-0.2380, -0.5712, -0.3849], [-0.4600, 0.6816, -0.3754], [-0.0308, -0.6567, 0.2566], [0.9467, 0.5245, -0.0552], [0.1557, 0.0034, -0.4676], [0.5754, 0.4021, 0.5784], [0.0569, 0.2227, 0.6462], [-0.3486, 0.2449, -0.1458], [0.6036, -0.2868, 0.3126], [-1.0083, -0.3580, -0.6803], [0.4133, 0.4858, -0.3990], [0.5208, -0.4180, 0.1478], [-0.0703, -0.2945, 0.3856], [0.1017, -0.2105, -0.3420], [-0.2195, -0.1479, -0.1005], [-0.0466, 0.4986, -0.2021], [0.0180, 0.3403, 0.3153], [-0.0360, -0.1991, -0.3402], [0.3042, 0.0786, 0.1133], [-0.5087, 0.1508, -0.3217], [0.1463, 0.3636, 0.2211], [0.1086, 0.1542, 0.5673], [-0.0482, 0.2081, -0.3139], [0.0777, 0.0335, -0.3868], [0.3158, 0.3161, 0.3460], [0.3132, -0.0452, 0.3687], [0.0887, -0.4635, -0.2483], [-0.2184, 0.1939, -0.2569], [-0.0113, 0.2333, 0.1863], [-0.3709, -0.5015, 0.0623], [-0.2933, 0.0543, 0.1240], [-0.2240, 0.2270, 0.3567], [-0.1311, -0.1984, 0.1540], [-0.1594, -0.0059, 0.2749], [-0.4103, 0.2291, -0.2844], [0.3987, -0.1462, -0.1851], [0.1590, 0.1154, 0.5135], [-0.1358, 0.3407, 0.1036], [-0.3620, -0.0286, -0.3284], [0.2051, -0.2466, 0.2374]],
  "mulliken_charge": [-1.2112, -0.0595, -0.3566, -0.8506, -0.0694, -0.3463, -0.5245, 0.3483, -1.3899, -0.0268, -0.8353, -0.9301, -0.5739, 0.5501, -0.4131, -0.3244, 0.6397, -0.4620, -0.4682, -0.6672, 0.3349, 0.3189, 0.3152, 0.2474, 0.2876, 0.3172, 0.4412, 0.5275, 0.0381, 0.0510, 0.3725, 0.2238, 0.8116, 0.1238, 0.4878, 0.3980, 0.3923, 0.4055, 0.3824, 0.2655, 0.3119, 0.3139, 0.0467, 0.3918, 0.3304, 0.3476, 0.2217, 0.2647]
}

=====

# 2
{
  "formula": "C11H28CuNO4",
  "method": "ωB97M-V with the def2-TZVPD basis set",
  "charge": -2,
  "e_tot_ha": -2431.5545,
  "homo_ev": -0.08,
  "orbital_gap_ev": 1.81,
  "species": ["Cu", "C", "C", "C", "C", "N", "C", "C", "C", "C", "C", "H", "H", "H", "H", "H", "H", "H", "H", "H", "H", "H", "H", "H", "H", "H", "H", "H", "H", "H", "H", "C", "O", "H", "H", "H", "C", "O", "H", "H", "H", "O", "H", "O", "H"],
  "positions_angstrom": [[24.3583, 3.2101, -1.7821], [27.4823, 7.8807, -10.9495], [27.2399, 6.8857, -9.8060], [26.6164, 7.4610, -8.5310], [25.2503, 8.0490, -8.7928], [24.6101, 8.8058, -7.5837], [23.1967, 9.2732, -8.0417], [22.8833, 10.3756, -7.0248], [24.2001, 10.8923, -6.4546], [25.3172, 10.0352, -7.0646], [24.3018, 7.7916, -6.4146], [28.2171, 7.5270, -11.6728], [27.8484, 8.8061, -10.5048], [26.5425, 8.0558, -11.4731], [28.1423, 6.3134, -9.5909], [26.5813, 6.0892, -10.1524], [27.2600, 8.2228, -8.0909], [26.6006, 6.6039, -7.8578], [24.6971, 7.1960, -9.1857], [25.2886, 8.7729, -9.6068], [22.5065, 8.4582, -8.2596], [23.2057, 9.7529, -9.0205], [22.4490, 9.8973, -6.1470], [22.2464, 11.1087, -7.5200], [24.3355, 10.7812, -5.3788], [24.3792, 11.9570, -6.6044], [26.2186, 9.6912, -6.5574], [25.5734, 10.6255, -7.9444], [23.9805, 8.2978, -5.5043], [25.1107, 7.0774, -6.2602], [23.4297, 7.1795, -6.6446], [26.6512, 0.6070, -5.5480], [26.4004, 0.3864, -4.1730], [27.5750, 0.1020, -5.8302], [25.9449, 0.1540, -6.2437], [26.8605, 1.5994, -5.9474], [28.4485, 7.1196, -1.3632], [27.5472, 6.2744, -0.6214], [28.3901, 6.8456, -2.4166], [28.1998, 8.1806, -1.3400], [29.4914, 6.9702, -1.0837], [22.9759, 2.8802, 2.0242], [23.2210, 3.5295, 2.7119], [21.2300, 3.4851, -3.5052], [21.7000, 3.3962, -4.3571]],
  "forces_ev_per_angstrom": [[-0.6597, -0.1423, 0.0998], [-0.2039, -0.1810, 0.6102], [-0.0916, -0.4043, -0.6455], [0.8911, 0.0719, 0.1796], [0.6174, 0.3339, 0.3429], [-2.1996, -2.7329, -0.6920], [1.1904, 1.2077, -0.2070], [-0.4648, -1.2160, 0.7505], [1.4402, 0.0499, 1.0489], [-0.5287, 0.0147, -2.1053], [-0.1804, -0.0285, -0.4896], [-0.0739, -0.0587, 0.0885], [0.0351, 0.2333, -0.2664], [0.0941, 0.2800, -0.1349], [0.1725, 0.4031, 0.4022], [-0.2820, -0.0493, -0.1680], [0.2700, -0.0157, 0.0149], [-0.3382, 0.2423, 0.3562], [-1.0899, 0.2927, 0.6632], [0.0498, 0.2478, 0.1838], [0.1585, -0.2583, 1.0759], [1.0253, 0.0693, -0.1973], [-0.9802, 0.3110, -0.3184], [-0.0105, 0.0667, 0.5820], [-0.8929, -0.0696, 0.1724], [0.0809, -0.1244, -0.4276], [-0.3628, 0.4476, 0.5041], [0.6716, -0.5111, -0.3526], [0.6875, 0.3229, -0.0770], [0.2580, 0.5987, 0.1236], [0.0643, 0.1212, -0.6427], [0.3326, -1.3906, 2.3204], [-0.0394, 1.0083, -1.9501], [0.9053, -0.5185, -0.2991], [-0.9224, -0.1236, -0.3274], [-0.3144, 1.1943, 0.2316], [-2.3130, -2.5152, 1.2568], [1.4540, 1.7024, -1.0675], [0.1903, -0.0379, -0.9751], [0.0026, 0.8119, 0.2830], [0.6501, 0.2147, 0.2590], [0.1262, 0.2897, 0.2788], [-0.0397, -0.3322, -0.5247], [0.8815, 0.2408, -0.4213], [-0.2612, -0.0664, 0.4615]],
  "mulliken_charge": [0.8074, -1.1284, -0.8218, -0.4006, -0.6940, 0.2314, -0.7993, -0.4867, -0.8103, -0.5804, -0.8842, 0.3650, 0.2788, 0.2861, 0.4541, 0.3712, 0.2885, 0.3381, 0.3858, 0.3326, 0.4845, 0.3902, 0.2962, 0.3914, 0.3242, 0.4118, 0.5309, 0.3094, 0.3932, 0.3390, 0.3854, -0.6092, -0.8538, 0.1792, 0.1834, 0.1341, -0.5098, -0.8635, 0.0982, 0.1398, 0.1543, -1.0739, 0.1361, -1.0253, 0.1207]
}

=====

# 3
{
  "formula": "C11H28F6NO13S2",
  "method": "ωB97M-V with the def2-TZVPD basis set",
  "e_above_lowest_kcal_mol": 6.67,
  "charge": -3,
  "e_tot_ha": -2864.2131,
  "homo_ev": 4.42,
  "orbital_gap_ev": 1.66,
  "species": ["N", "H", "H", "H", "H", "C", "F", "F", "F", "S", "O", "O", "O", "C", "F", "F", "F", "S", "O", "O", "O", "C", "O", "O", "O", "C", "C", "O", "H", "H", "H", "H", "H", "H", "C", "C", "O", "H", "H", "H", "H", "H", "H", "C", "C", "O", "H", "H", "H", "H", "H", "H", "C", "C", "O", "H", "H", "H", "H", "H", "H"],
  "positions_angstrom": [[0.2351, 0.3645, 0.3785], [-0.1777, 0.7364, -0.4650], [1.0784, 0.8122, 0.7079], [0.4140, -0.6256, 0.2901], [-0.5292, 0.4436, 1.0339], [-3.5665, 2.1412, -2.8428], [-3.8671, 3.2943, -3.5223], [-4.5514, 1.8061, -2.0044], [-3.4127, 1.2015, -3.7436], [-1.9698, 2.3436, -1.7672], [-2.3423, 3.1595, -0.6166], [-1.4326, 1.0236, -1.4919], [-0.9816, 3.0491, -2.5946], [0.0734, -3.4200, 2.9060], [0.0543, -2.3261, 3.7096], [1.2926, -3.9313, 2.9017], [-0.7708, -4.3730, 3.4401], [-0.5185, -3.0894, 1.0559], [-1.9207, -2.6031, 1.2355], [0.4811, -2.1076, 0.5285], [-0.4591, -4.3870, 0.3583], [-3.2800, 0.9357, 2.0922], [-2.4537, 0.2051, 1.5808], [-4.4053, 0.4534, 1.9685], [-3.0066, 1.9438, 2.7517], [4.4535, -0.6728, 1.3132], [3.5455, 0.2460, 0.4234], [2.7274, 1.0456, 1.2241], [5.2130, -1.3158, 0.8684], [3.8555, -1.3659, 1.9048], [4.9547, -0.0004, 2.0095], [2.8376, -0.3295, -0.1731], [4.2151, 0.8299, -0.2082], [3.3045, 1.6680, 1.6727], [-1.4779, -2.7474, -2.6431], [-2.8316, -2.1989, -2.1542], [-2.6932, -1.3208, -1.0650], [-1.6200, -3.3793, -3.5198], [-1.0895, -3.3760, -1.8418], [-0.7367, -1.9654, -2.8080], [-3.4926, -3.0435, -1.9595], [-3.4416, -1.7131, -2.9158], [-2.3393, -0.5164, -1.4514], [1.5047, 1.9769, 4.2988], [0.0543, 1.5198, 4.1308], [-0.2640, 1.9701, 2.9147], [2.1494, 1.2236, 3.8459], [1.8604, 2.0906, 5.3228], [1.8164, 2.9527, 3.9264], [-0.5779, 1.9477, 4.9089], [-0.0148, 0.4320, 4.1336], [-1.1765, 1.7396, 2.7252], [2.4246, 0.1239, -3.8885], [1.2206, 1.0854, -3.7433], [1.4016, 1.8047, -2.5479], [2.4860, -0.3567, -4.8648], [2.3843, -0.7650, -3.2590], [3.3429, 0.6930, -3.7438], [0.2744, 0.5614, -3.6086], [1.1084, 1.7215, -4.6213], [0.6377, 2.3840, -2.4972]],
  "forces_ev_per_angstrom": [[0.5740, 0.7571, -0.1886], [0.2471, 0.2963, -0.4177], [-0.3438, 0.5665, 0.0514], [-0.2413, -0.6546, -0.1185], [-1.6471, 0.0913, 1.3473], [1.0596, 0.8397, 1.8393], [-0.0646, -0.6937, 0.6810], [0.0949, 0.4124, -0.8630], [-0.0335, -0.8205, -0.8084], [1.0493, 2.4983, 1.8968], [-0.4844, -1.2833, -1.6807], [-1.3969, -0.4074, -0.9866], [-0.6128, 0.3070, -1.2345], [-1.8906, 0.3257, -1.3014], [0.0603, -1.1058, -0.6801], [0.9000, -0.2645, 0.4237], [0.8483, 0.9104, -0.1018], [-3.7013, 1.2105, -0.2486], [4.0930, -1.3502, 0.0766], [-0.5042, -2.5884, 1.0885], [0.8549, 0.6707, 1.0197], [-1.8838, -1.1989, 0.4192], [7.5320, -2.2460, -2.7367], [-6.2189, -0.0001, 0.3396], [1.4961, 3.8140, 2.3056], [-0.7880, 0.2593, 0.2694], [0.8406, -1.6515, 0.0981], [0.7694, 0.5162, 0.4177], [-0.0037, 0.3517, -0.6985], [-0.3079, 0.2032, 0.0650], [0.2143, -0.0261, 0.1867], [0.3649, -0.1202, -0.2382], [-0.2104, 0.2132, -0.3318], [-0.3169, 0.2666, 0.3046], [-0.5802, -0.0944, 0.5507], [0.0752, 0.2788, -0.1694], [-0.4155, -1.2586, -0.7054], [0.1346, 0.0167, -0.3263], [0.0937, -0.0333, 0.0044], [-0.1215, 0.1373, -0.2514], [0.1645, -0.2766, 0.9528], [0.3406, 0.4337, -0.8546], [0.1160, 0.5132, 0.5386], [1.1757, -0.5756, 1.1074], [1.2664, 0.4494, 0.9030], [0.6932, 1.1682, -2.1067], [0.1871, 0.0605, -0.1859], [-0.2098, -0.5420, 0.6447], [-0.8227, 0.1108, -0.7582], [-0.2896, -0.0374, 0.3673], [0.0864, -0.3548, 0.6147], [-2.4009, 0.0139, -0.5777], [-0.5660, -0.0343, -0.5201], [0.2577, -1.1257, 0.7552], [1.3147, 0.0396, -0.3567], [-0.1574, 0.3769, -0.5045], [-0.0560, 0.4427, 0.7001], [0.0721, -0.1137, 0.2069], [-0.0790, -0.4665, -0.4481], [0.2267, 0.2789, -0.1519], [-0.8544, 0.4936, 0.3759]],
  "mulliken_charge": [0.6955, -0.0876, 0.6749, 0.3946, -0.0009, 0.5627, -0.2615, -0.2145, -0.2373, 1.3473, -0.7283, -0.9650, -0.9685, 0.3825, -0.2011, -0.2385, -0.2559, 1.0118, -0.5480, -0.7895, -0.6875, 0.2764, -0.3483, -0.8894, -0.9246, -1.2086, 0.0698, -0.4978, 0.4015, 0.2509, 0.2852, 0.0474, 0.3051, 0.2617, -0.5315, -0.2993, -0.1396, 0.4608, 0.0571, -0.0886, 0.3085, 0.2754, 0.0394, -1.0130, 0.1241, -0.3464, 0.0608, 0.4189, 0.2910, 0.3496, -0.0346, 0.0687, -1.2950, 0.2272, -0.4946, 0.4153, 0.2571, 0.3056, -0.0215, 0.3142, 0.3760]
}

=====

# 4
{
  "formula": "C11H28N4OS2SrTe",
  "method": "ωB97M-V with the def2-TZVPD basis set",
  "e_above_lowest_kcal_mol": 97.33,
  "charge": 0,
  "e_tot_ha": -1825.1307,
  "homo_ev": -5.21,
  "orbital_gap_ev": 4.69,
  "species": ["Sr", "N", "C", "C", "C", "N", "H", "H", "H", "H", "H", "H", "H", "H", "H", "H", "Te", "C", "C", "S", "O", "C", "C", "H", "H", "H", "H", "H", "H", "H", "H", "H", "H", "S", "C", "N", "C", "C", "C", "N", "H", "H", "H", "H", "H", "H", "H", "H"],
  "positions_angstrom": [[-0.9615, -0.5000, -1.1500], [0.9561, 3.4453, 0.1966], [-0.0679, 3.8289, -0.7563], [-1.4586, 3.3499, -0.3435], [-1.7159, 1.8512, -0.4205], [-0.8096, 1.0515, 0.4301], [1.8022, 3.9837, 0.0686], [1.2281, 2.4643, 0.1273], [0.1331, 3.4985, -1.7928], [-0.1041, 4.9202, -0.7823], [-2.2029, 3.8259, -0.9889], [-1.6502, 3.6839, 0.6802], [-1.6032, 1.5687, -1.4909], [-2.7686, 1.6961, -0.1625], [-1.3361, 0.2210, 0.6691], [-0.6750, 1.5420, 1.3076], [0.6125, -2.7778, -2.1323], [-3.7034, -3.5277, -0.9944], [-4.0308, -2.5557, 0.1218], [-2.9561, -1.1111, 0.2414], [-3.6311, -0.2019, 1.1873], [-3.2713, -0.5445, -1.4893], [-4.6547, 0.0610, -1.6112], [-4.1827, -4.4813, -0.7756], [-2.6256, -3.6989, -1.0856], [-4.0807, -3.1908, -1.9606], [-3.8890, -3.0056, 1.1071], [-5.0361, -2.1277, 0.0895], [-3.2190, -1.4634, -2.0784], [-2.5657, 0.1652, -1.8851], [-5.3720, -0.6552, -2.0074], [-4.6284, 0.9220, -2.2796], [-5.0114, 0.4011, -0.6341], [2.5167, 0.3811, -0.1024], [3.1241, 0.5557, -1.6760], [3.0966, 1.7512, -2.3074], [3.3174, 1.8702, -3.7404], [2.9537, 0.5512, -4.3951], [3.8076, -0.5336, -3.7676], [3.6928, -0.4587, -2.3168], [2.5426, 2.4419, -1.8331], [4.3702, 2.1050, -3.9310], [2.7200, 2.7007, -4.1168], [3.0893, 0.5859, -5.4752], [1.9041, 0.3108, -4.1762], [4.8570, -0.4264, -4.0593], [3.4467, -1.5213, -4.0623], [3.5174, -1.3552, -1.8527]],
  "forces_ev_per_angstrom": [[8.7350, -3.9370, -3.6878], [-0.0122, -0.1202, 0.0974], [-0.0597, 0.0024, -0.1154], [0.1206, 0.0868, 0.0910], [-0.1705, 1.4534, 0.1954], [-0.5810, 1.9105, 1.3084], [-0.0051, 0.0851, 0.0743], [0.0447, 0.0015, -0.0175], [-0.0498, -0.0145, 0.0442], [-0.0061, -0.0274, -0.0748], [0.0203, 0.0145, 0.0513], [-0.0114, 0.0164, -0.0273], [0.0378, 0.7675, 0.3444], [0.0354, -0.1042, -0.0305], [-0.0519, 0.6641, 2.0429], [0.3220, 0.1241, -0.0297], [-0.4393, 0.0881, -0.1549], [-0.0136, -0.1792, 0.0073], [0.0793, -0.0710, 0.2396], [-2.6457, -1.2829, 0.9369], [0.0115, 0.3696, 0.1696], [-3.0677, -0.2467, -0.8557], [-0.3905, 0.0925, 0.1117], [0.0243, -0.0180, -0.0128], [0.0055, 0.0093, -0.0318], [-0.0182, -0.0517, 0.0295], [-0.0616, -0.0292, -0.0370], [0.0339, -0.0634, -0.0189], [0.4330, 0.0964, -0.1562], [-1.9537, 0.4272, -0.4961], [-0.0274, 0.0171, 0.0111], [-0.0627, -0.0588, 0.0186], [0.0071, 0.0505, -0.0700], [0.0070, 0.1779, -0.1264], [0.0614, 0.2841, 0.4817], [-0.2995, -0.0157, 0.0137], [0.1462, 0.0664, -0.0845], [-0.1802, -0.1081, 0.0576], [0.0258, -0.0470, -0.2323], [-0.2519, -1.0206, 0.3106], [0.0669, 0.1019, 0.0370], [-0.0374, 0.0358, -0.0603], [-0.0224, -0.0258, 0.0114], [0.0607, 0.0034, 0.0051], [0.1176, 0.0554, -0.1409], [-0.0462, -0.0318, -0.0561], [0.0651, 0.0647, -0.0095], [0.0045, 0.3867, -0.1644]],
  "mulliken_charge": [1.0991, -0.5467, -0.4330, -1.2065, -0.0911, -0.3222, 0.2823, -0.0261, 0.2189, 0.4531, 0.3971, 0.4394, 0.7183, 0.0340, 0.1489, 0.3821, -0.9513, -1.0967, -0.4316, 0.0654, -0.6284, -1.0233, -1.6247, 0.3880, 0.2603, 0.3339, 0.4549, 0.3410, 0.8890, 0.2870, 0.3196, 0.3799, 0.4112, -0.4171, 0.3328, -0.1825, -0.6335, -0.3762, -0.6324, -0.1810, 0.1361, 0.2619, 0.3599, 0.3896, 0.1127, 0.3084, 0.3210, 0.2786]
}